Density functional theory data (wB97M-V/def2-TZVPD) for a structure of composition C19H26F3IrNOP2.

XYZ file:
```
53
Properties=species:S:1:pos:R:3
Ir 0.186 1.004 0.641
C 0.030 -2.253 2.185
P 1.084 -0.972 1.445
C 2.416 -0.771 2.663
C 1.866 -1.811 0.025
C 2.608 -2.976 0.214
C 3.179 -3.628 -0.866
C 3.010 -3.125 -2.149
C 2.272 -1.970 -2.348
C 1.699 -1.303 -1.267
P 0.715 0.209 -1.520
C 1.689 1.247 -2.644
C -0.737 -0.295 -2.480
H 0.637 -3.108 2.489
H -0.712 -2.586 1.462
H -0.476 -1.850 3.062
H 2.877 -1.727 2.912
H 2.000 -0.333 3.571
H 3.180 -0.102 2.268
H 2.745 -3.383 1.208
H 3.754 -4.530 -0.709
H 3.452 -3.635 -2.994
H 2.144 -1.591 -3.355
H 1.884 0.735 -3.587
H 2.637 1.512 -2.179
H 1.127 2.158 -2.850
H -0.439 -0.819 -3.389
H -1.315 0.593 -2.740
H -1.370 -0.943 -1.872
F -6.382 -0.442 -1.011
C -5.356 0.066 -1.725
F -5.827 1.115 -2.420
F -5.032 -0.891 -2.635
C -4.200 0.432 -0.872
C -3.565 1.692 -0.958
C -2.445 1.940 -0.235
N -1.870 0.978 0.603
C -2.580 -0.205 0.787
C -3.700 -0.494 0.079
H -3.970 2.471 -1.589
H -1.944 2.900 -0.265
H -2.199 -0.867 1.551
H -4.217 -1.426 0.266
C -0.402 3.016 3.172
O 0.917 3.135 2.585
C 1.242 2.427 1.551
C 2.625 2.777 1.092
H -0.693 4.021 3.464
H -0.314 2.381 4.050
H -1.105 2.595 2.456
H 3.215 3.213 1.898
H 2.528 3.513 0.290
H 3.132 1.909 0.670
```

Values from the calculation:
2S+1: 5
LUMO (alpha / beta), eV: -2.739 / -4.603
Energy, eV: -53223.7393
Total charge: +1
E_HOMO (alpha / beta), eV: -8.136 / -12.091
Expectation value of S²: 6.0235